(1)
Computed, not measured: a 8-piece molecular cluster, C28H77ClN7O11 overall at a distorted geometry, with the ωB97M-V functional and the def2-TZVPD basis.

Summary:
**HOMO-LUMO gap**: 8.1984 eV
**Energy**: -2783.77512 Eh
**HOMO energy**: -0.2085 hartree
**E_LUMO**: 2.52 eV
**Maximum force**: 2.02 eV/Å
**Total charge**: -1

```
124
Properties=species:S:1:pos:R:3:forces:R:3
Cl 2.680634 -2.991853 -14.990552 -0.30 -0.86 1.15
O 2.906399 -3.766887 -13.784036 0.04 0.23 0.00
O 3.615667 -1.887973 -14.992524 0.18 0.17 -0.57
O 2.876940 -3.885660 -16.113296 0.16 0.62 -0.22
O 1.331059 -2.481382 -14.969147 0.12 0.08 -0.39
C 6.108943 -7.972278 -13.035006 0.99 0.12 1.13
C 5.886113 -6.672113 -13.773151 -1.18 -0.76 -0.68
C 6.669148 -6.592341 -15.067155 0.34 -0.04 -0.58
O 6.310904 -7.638001 -15.962775 -0.23 -0.10 0.54
C 6.708074 -7.384598 -17.271791 -0.44 0.30 -0.84
N 4.431476 -6.532319 -14.045013 0.67 0.54 -0.51
H 6.044855 -8.858338 -13.663035 -0.29 0.09 -0.13
H 5.447808 -8.047704 -12.169369 -0.33 -0.09 -0.27
H 7.103967 -7.992939 -12.566611 0.05 0.02 -0.31
H 6.161721 -5.790192 -13.192403 0.13 -0.14 0.26
H 7.756840 -6.655380 -14.911875 -0.03 0.26 0.15
H 6.409740 -5.641467 -15.554727 0.25 0.09 0.10
H 7.795670 -7.380442 -17.414329 0.01 -0.11 0.11
H 6.312889 -6.429757 -17.658676 0.15 0.08 0.33
H 6.237206 -8.126987 -17.919336 0.28 -0.26 0.15
H 4.068712 -7.319447 -14.578223 0.38 -0.32 0.23
H 4.406382 -5.794777 -14.751989 -0.74 0.35 0.43
C -1.019534 3.921704 -11.432659 0.00 0.43 -0.19
C -1.144703 3.138808 -12.731882 -0.30 -0.63 0.76
C 0.081658 2.303108 -13.007882 0.64 -0.02 -0.44
O -0.131771 1.615447 -14.218233 0.19 0.21 -0.01
C 1.046639 0.970519 -14.681352 -0.52 -0.40 0.20
N -2.324885 2.280397 -12.589932 -0.46 0.54 -0.06
H -0.158327 4.593668 -11.468378 -0.01 -0.04 0.16
H -0.948076 3.274849 -10.556297 0.20 -0.16 -0.11
H -1.926705 4.509420 -11.289197 0.05 0.09 -0.06
H -1.297561 3.822297 -13.566908 -0.09 0.00 -0.05
H 0.268204 1.598853 -12.180029 -0.14 -0.05 -0.01
H 1.006707 2.893785 -13.109957 -0.17 0.24 0.13
H 1.863471 1.668179 -14.889328 -0.14 0.14 0.03
H 0.744650 0.445473 -15.583455 0.27 -0.10 -0.04
H 1.374746 0.239677 -13.935740 0.16 -0.08 -0.16
H -2.616056 1.854138 -13.457042 0.29 -0.15 -0.06
H -2.146868 1.556463 -11.906147 0.02 -0.12 -0.08
C 6.689256 -0.228972 -20.821401 0.57 -0.12 -0.01
C 6.775904 -1.747773 -20.955285 -0.56 0.30 -0.87
C 6.695225 -2.521404 -19.654671 0.32 -0.60 -0.35
O 5.605513 -2.095941 -18.893765 0.15 0.36 0.19
C 5.820418 -2.128104 -17.499129 -0.10 -1.19 0.48
N 5.720513 -2.167726 -21.910457 0.11 0.09 0.18
H 5.907478 0.087982 -20.134105 -0.04 -0.02 -0.03
H 6.525804 0.185947 -21.816409 -0.19 0.04 0.03
H 7.657388 0.164322 -20.501034 -0.14 0.06 0.28
H 7.737234 -1.939047 -21.444427 0.01 -0.35 0.17
H 7.661751 -2.489457 -19.132352 -0.18 0.37 0.29
H 6.561633 -3.584449 -19.919764 0.05 -0.01 0.05
H 5.015549 -1.589974 -17.009123 0.16 0.32 -0.08
H 6.835923 -1.820314 -17.236347 -0.15 0.60 -0.02
H 5.738129 -3.137590 -17.060547 -0.12 -0.11 -0.45
H 4.877633 -1.635665 -21.723637 -0.02 -0.02 0.05
H 5.471633 -3.136435 -21.743932 0.02 -0.02 -0.05
C 4.486507 -4.856056 -10.352874 0.08 0.01 0.10
C 2.963124 -4.920789 -10.168370 0.21 0.00 -0.26
C 2.484341 -3.509889 -9.922525 -0.36 0.36 0.03
O 1.103711 -3.465574 -9.577372 0.45 0.13 -0.02
C 0.667197 -2.128535 -9.536836 -1.22 -0.72 0.09
N 2.319029 -5.565969 -11.352280 1.63 0.91 0.78
H 4.746361 -4.133929 -11.133274 -0.02 0.09 0.10
H 4.890871 -5.814348 -10.693738 -0.14 -0.07 0.13
H 4.989807 -4.603093 -9.414429 0.08 0.13 -0.09
H 2.768124 -5.480115 -9.245614 -0.23 -0.25 -0.18
H 2.666537 -2.888939 -10.815472 -0.06 -0.14 -0.09
H 3.046366 -3.029765 -9.103804 0.13 -0.18 -0.01
H 0.558941 -1.733860 -10.551112 0.73 0.47 0.08
H 1.249134 -1.532349 -8.829278 0.18 0.26 -0.30
H -0.373201 -2.154151 -9.191492 0.15 -0.04 0.28
H 3.150150 -5.991250 -11.774868 -0.65 -0.59 -0.32
H 2.216072 -4.815684 -12.038620 -0.53 -0.12 0.03
C -3.762806 -6.868036 -12.133567 -0.60 0.61 -0.28
C -2.261038 -6.657584 -12.335077 0.05 -0.16 0.24
C -1.923004 -5.164282 -12.363624 -1.01 0.13 0.24
O -0.600008 -4.910868 -12.055667 0.19 0.33 -0.28
C -0.317128 -3.539467 -12.263296 -0.52 -0.25 -0.43
N -1.452550 -7.417131 -11.342729 -1.41 -0.46 -0.35
H -4.179480 -6.233504 -11.342246 0.27 -0.08 0.15
H -4.028597 -7.897650 -11.890246 0.20 -0.09 -0.12
H -4.327901 -6.582557 -13.030349 0.07 -0.10 0.00
H -2.038605 -7.045506 -13.332196 0.37 -0.16 0.14
H -2.614232 -4.609482 -11.691875 0.27 -0.14 0.30
H -2.219069 -4.759433 -13.350337 0.29 -0.15 -0.13
H -0.905041 -2.962081 -11.540921 0.21 0.25 -0.01
H -0.610587 -3.235220 -13.278366 -0.05 0.00 0.05
H 0.749159 -3.354656 -12.205505 0.02 -0.11 0.32
H -2.018493 -7.455688 -10.489043 0.33 0.54 0.17
H -1.620941 -8.378462 -11.654262 0.66 -0.02 -0.02
C 4.662142 2.279454 -15.754385 0.06 -0.55 0.08
C 5.977902 1.700897 -15.226435 0.03 -0.02 -0.97
C 5.933074 1.483943 -13.729405 -0.19 0.25 0.76
O 5.365378 2.597970 -13.038179 0.14 -0.09 -0.09
C 6.334143 3.562622 -12.686041 -0.84 0.49 -0.18
N 6.298586 0.429647 -15.866250 0.45 -0.44 0.30
H 4.354059 3.166018 -15.205284 -0.09 0.04 -0.07
H 3.916336 1.484268 -15.661450 -0.15 0.21 0.15
H 4.737210 2.490418 -16.822719 0.12 0.16 0.02
H 6.803048 2.367471 -15.508333 -0.10 0.23 0.31
H 6.916116 1.292895 -13.285632 0.12 -0.19 -0.32
H 5.300058 0.621475 -13.499706 -0.08 0.05 -0.11
H 6.857438 3.262819 -11.775238 0.40 -0.02 -0.19
H 5.795656 4.492236 -12.474788 -0.03 -0.14 0.16
H 6.978523 3.811304 -13.534393 0.38 -0.28 0.20
H 6.015498 0.372782 -16.833798 -0.01 0.31 -0.03
H 5.861963 -0.364330 -15.409758 -0.18 0.16 0.11
C 2.748982 -10.135552 -12.668460 0.21 0.26 -0.22
C 2.227421 -8.717362 -12.387592 0.09 -0.33 -0.19
C 1.462699 -8.211572 -13.596823 -1.03 0.51 0.46
O 0.881186 -6.957913 -13.331890 0.31 0.14 -0.25
C 0.398608 -6.370097 -14.510707 0.70 -0.30 -0.66
N 1.415869 -8.656797 -11.157864 0.70 -1.06 0.12
H 1.921760 -10.800267 -12.931852 0.04 -0.12 0.18
H 3.284403 -10.498415 -11.788618 -0.17 -0.18 0.03
H 3.470632 -10.165833 -13.492416 -0.10 0.11 -0.06
H 3.103906 -8.083384 -12.255225 -0.17 0.23 0.09
H 0.594414 -8.868983 -13.806695 0.42 -0.44 -0.20
H 2.108289 -8.151947 -14.482327 0.05 -0.22 0.00
H 1.217655 -6.031314 -15.165863 0.08 -0.01 0.16
H -0.187359 -5.489886 -14.279134 -0.20 -0.11 0.14
H -0.149918 -7.118216 -15.110804 -0.37 0.22 0.13
H 0.807283 -9.480689 -11.157481 -0.33 0.31 -0.31
H 2.069160 -8.955484 -10.428560 -0.05 0.50 0.15
```
Forces are in eV/Å.

=====

(2)
Computed, not measured: a 8-piece molecular cluster, C28H77ClN7O11 overall at a distorted geometry, with the ωB97M-V functional and the def2-TZVPD basis.

Summary:
**HOMO-LUMO gap (spin up / spin down)**: 7.9885 / 2.7789 eV
**Energy**: -2783.44383 Eh
**HOMO energy (spin up / spin down)**: -0.2813 / -0.2813 hartree
**E_LUMO (spin up / spin down)**: 0.33 / -4.88 eV
**2S+1**: 2
**Maximum force**: 3.44 eV/Å
**Total charge**: 0

```
124
Properties=species:S:1:pos:R:3:forces:R:3
Cl -0.361610 -0.572095 -1.554169 -2.00 0.40 2.77
O 0.934560 0.015385 -1.555129 0.84 0.51 -1.31
O -1.354280 0.229595 -2.259409 1.09 -0.30 0.72
O -0.392080 -1.896215 -2.049609 0.60 -1.38 -1.46
O -0.683580 -0.720065 -0.111239 -0.84 0.67 -0.35
C 2.735760 2.771665 -1.101729 0.25 -0.11 -2.39
C 3.273660 2.639265 0.259561 0.19 0.13 -0.08
C 3.783380 4.012455 0.742531 0.90 -1.98 -0.58
O 4.472230 3.749965 1.927811 1.09 0.72 1.36
C 5.306070 4.866245 2.343131 -2.11 -0.46 -0.13
N 2.329350 2.064575 1.152941 -1.24 -0.09 2.06
H 3.463010 3.337575 -1.683909 -0.02 0.29 -0.21
H 1.762350 3.237525 -1.255149 -0.04 0.14 0.60
H 2.685260 1.832895 -1.653319 -0.17 -0.26 0.31
H 4.039370 1.865005 0.307701 1.31 0.80 -0.83
H 2.972130 4.738925 0.789441 -0.08 0.18 0.32
H 4.565680 4.313045 0.045571 -0.30 0.44 -0.61
H 6.019040 5.199775 1.589121 0.32 -0.48 -0.03
H 5.722910 4.622375 3.320311 0.21 0.01 -0.32
H 4.578860 5.672285 2.440951 0.28 0.56 0.40
H 2.902360 1.887665 1.965621 -0.20 0.30 0.91
H 2.135020 1.102895 0.913111 -0.42 -0.23 -0.78
C -0.582110 2.896175 7.006831 1.05 0.61 0.66
C -0.795240 2.056855 5.739061 -0.99 -0.89 0.15
C 0.044620 0.765265 5.691771 0.43 -0.29 -1.74
O -0.173620 -0.090985 4.464751 -0.88 1.29 1.69
C 0.832590 0.033805 3.497001 1.33 0.98 0.20
N -2.212970 1.636885 5.653191 0.48 0.44 0.06
H 0.332870 3.481825 7.095881 0.45 -0.02 -0.82
H -0.496670 2.364375 7.954461 -0.55 -0.75 -0.13
H -1.335220 3.668065 7.165291 -0.41 -0.24 -0.33
H -0.591260 2.642725 4.842831 0.19 0.12 0.00
H -0.128640 0.131065 6.561181 -0.27 -0.05 -0.07
H 1.085620 1.087415 5.717091 0.25 -0.26 -0.04
H 1.675260 -0.586485 3.802351 0.31 -0.05 -0.24
H 1.165550 1.067695 3.405891 0.31 0.32 0.42
H 0.631270 -0.138085 2.439631 -1.08 -0.88 0.19
H -2.381670 1.069935 6.471851 -0.18 -0.49 0.09
H -2.777000 2.456255 5.828101 -0.25 0.29 -0.15
C -3.471890 1.481235 -4.898759 0.87 0.13 0.26
C -2.825210 0.504855 -5.898029 0.81 -0.30 -0.83
C -3.171940 0.946715 -7.362949 -0.55 -0.07 2.43
O -4.609880 0.764455 -7.398479 1.20 1.06 -2.14
C -5.086930 1.295235 -8.660459 -0.41 -1.34 0.80
N -1.356600 0.433725 -5.700489 -0.24 1.14 0.22
H -3.228180 1.201355 -3.873889 -0.07 -0.33 0.05
H -4.546790 1.650975 -4.961009 0.09 -0.41 -0.37
H -2.983250 2.449695 -5.005689 0.04 0.19 -0.24
H -3.200140 -0.508415 -5.753769 -0.66 -0.02 -0.09
H -2.602740 0.454775 -8.151679 -0.33 -0.75 -0.03
H -2.896010 1.994905 -7.478039 -0.21 0.39 0.13
H -6.044210 0.790215 -8.789579 -0.16 0.34 -0.26
H -4.436700 0.982675 -9.477529 0.13 -0.01 -0.07
H -5.210220 2.377385 -8.703469 0.11 0.11 0.37
H -0.855960 -0.367745 -6.056989 -0.54 -0.30 -0.56
H -1.141730 0.330725 -4.718999 -0.24 0.36 0.38
C 4.557930 -1.660145 2.102271 0.64 1.38 -1.52
C 4.065610 -1.314525 0.637451 0.95 -1.77 0.54
C 4.802780 -2.355785 -0.299059 0.73 2.58 -1.12
O 6.279320 -2.370725 -0.152839 -1.89 -1.15 0.68
C 6.689850 -3.686595 0.229111 0.02 1.08 0.13
N 2.616820 -1.338195 0.504081 0.70 -0.52 0.06
H 3.949680 -1.226305 2.895941 -0.01 -0.12 -0.13
H 5.542740 -1.193805 2.074121 0.14 0.18 0.66
H 4.815730 -2.705945 2.269371 -0.71 -0.17 -0.11
H 4.370160 -0.346435 0.239771 0.39 0.23 0.77
H 4.773140 -1.946875 -1.309019 -0.72 0.00 -0.24
H 4.256280 -3.297315 -0.353469 0.55 -0.50 0.56
H 6.506020 -3.828775 1.294051 -0.05 -0.27 0.15
H 7.767000 -3.723105 0.066321 -0.12 -0.37 -0.21
H 6.095740 -4.393395 -0.350169 0.52 -0.43 -0.02
H 2.392570 -2.321605 0.452051 -0.74 -0.23 0.09
H 2.368530 -0.947405 -0.393549 -0.36 0.09 -0.20
C 2.803880 -2.114825 -4.083379 0.76 1.65 -0.71
C 2.019340 -1.195625 -5.105039 1.62 -1.40 -1.02
C 2.666110 -1.201315 -6.600409 -1.92 -1.18 0.54
O 3.896830 -0.611665 -6.784409 1.45 0.98 0.80
C 4.469390 -0.555945 -8.075509 0.17 0.17 0.03
N 0.630170 -1.687215 -5.120229 0.46 0.52 0.11
H 3.848380 -1.823055 -4.192839 0.33 -0.36 0.15
H 2.699350 -3.193135 -4.203449 -0.15 0.08 -0.50
H 2.542890 -1.885655 -3.050199 -0.32 0.16 -0.02
H 2.020500 -0.167235 -4.743759 -0.04 -0.02 0.04
H 1.939470 -0.792275 -7.302389 -0.40 0.44 0.14
H 2.719520 -2.250525 -6.890929 0.10 -0.57 0.03
H 3.978670 0.129905 -8.766099 -0.73 -0.13 0.00
H 4.606610 -1.529585 -8.545929 -0.35 -0.28 0.04
H 5.468170 -0.123435 -8.016609 0.06 -0.11 0.60
H 0.523430 -1.708915 -4.116119 -1.21 0.26 0.46
H 0.618560 -2.685355 -5.274189 0.28 -0.36 -0.65
C -3.937600 2.245875 1.080361 0.05 -1.22 -0.71
C -3.662910 1.552715 2.427241 -1.75 1.81 2.32
C -4.831400 0.740095 3.097151 0.71 -0.21 -0.06
O -4.450250 0.203665 4.332891 0.32 -0.74 0.94
C -5.290610 0.543635 5.435561 0.24 0.50 -0.98
N -2.408250 0.822025 2.432901 -0.49 0.91 -1.93
H -4.373850 1.526895 0.386921 0.35 -0.08 -0.41
H -2.959340 2.586715 0.741341 -0.06 -0.09 -0.47
H -4.585140 3.119095 1.001031 -0.15 -0.05 0.95
H -3.505570 2.433435 3.049871 0.04 -0.27 0.81
H -5.008770 -0.121115 2.452971 -0.49 0.00 -0.36
H -5.733800 1.321455 3.286341 -0.06 0.32 -0.81
H -6.328420 0.294405 5.214331 -0.29 0.51 -0.22
H -5.077550 1.601905 5.586411 -0.79 0.25 0.49
H -5.127320 0.015585 6.375031 0.94 -0.27 -0.35
H -1.729680 1.570075 2.440591 1.04 -0.25 1.16
H -2.315340 0.602315 1.451481 0.49 -1.63 -0.55
C -2.712460 -3.911905 1.259871 -0.83 -0.75 -0.44
C -3.043370 -2.858575 2.321111 -1.95 -0.50 0.99
C -3.698100 -3.497235 3.654581 0.80 1.34 -1.63
O -3.960760 -2.485285 4.604561 0.80 -0.19 -2.29
C -4.456860 -3.007595 5.757891 -0.79 0.67 1.66
N -1.782970 -2.242945 2.640721 -0.30 -0.84 -1.41
H -2.073210 -4.710075 1.637221 0.14 0.02 -0.11
H -2.362000 -3.504775 0.311441 0.71 0.40 0.34
H -3.638720 -4.357435 0.897041 -0.31 -0.32 0.47
H -3.698430 -2.177385 1.778001 -0.16 0.39 0.67
H -2.943500 -4.197335 4.013101 0.14 -0.28 0.33
H -4.614410 -4.047875 3.441801 -0.06 -0.10 -0.32
H -5.448480 -3.450675 5.665851 0.00 -0.77 -0.37
H -4.688780 -2.144185 6.381461 0.43 -0.03 0.38
H -3.724360 -3.648655 6.248391 -0.18 -0.31 0.23
H -1.235730 -3.077085 2.798301 1.14 0.16 1.56
H -1.407660 -1.983205 1.739731 0.52 1.57 -0.40
```
Forces are in eV/Å.

=====

ΔE to the lowest compared entry with this formula, charge and spin list, top to bottom, in eV: 1.3363 1.4672